[1]
{
  "formula": "C7H7AlN5O4S",
  "method": "ωB97M-V/def2-TZVPD",
  "total_energy_ha": -1486.33566,
  "max_force_ev_per_a": 0.81,
  "de_lowest_kcal_mol": 23.59,
  "orbital_gap_ev": [7.111, 6.257],
  "charge": -1,
  "lumo_ha": [0.0946, 0.1099],
  "homo_energy_ha": [-0.16674, -0.12008],
  "species": ["S", "Al", "O", "O", "O", "O", "N", "N", "N", "N", "N", "C", "C", "C", "C", "C", "C", "C", "H", "H", "H", "H", "H", "H", "H"],
  "positions_angstrom": [[-2.045, -1.054, 1.357], [0.131, -0.143, 0.282], [2.523, -2.102, -0.880], [4.018, -0.555, -0.820], [1.985, -0.047, -0.347], [0.025, -1.842, 0.179], [2.868, -0.955, -0.697], [-2.471, 0.351, -0.942], [-1.249, 0.871, -0.547], [-4.045, -1.216, -0.412], [0.665, 1.605, 0.941], [-0.117, 2.626, 0.430], [0.167, 3.968, 0.777], [-2.864, -0.562, -0.106], [2.011, 3.186, 2.111], [1.206, 4.243, 1.614], [-1.176, 2.183, -0.381], [1.705, 1.909, 1.736], [-4.503, -1.640, 0.377], [-4.649, -0.699, -1.033], [2.860, 3.374, 2.752], [2.313, 1.067, 2.048], [-0.457, 4.754, 0.371], [1.423, 5.268, 1.891], [-1.969, 2.830, -0.735]]
}



[2]
{
  "formula": "C7H7AlO5S",
  "method": "ωB97M-V/def2-TZVPD",
  "total_energy_ha": -1286.95214,
  "max_force_ev_per_a": 5.47,
  "de_lowest_kcal_mol": 0.00,
  "orbital_gap_ev": [7.579, 6.257],
  "charge": 2,
  "lumo_ha": [-0.3856, -0.4136],
  "homo_energy_ha": [-0.66415, -0.64356],
  "species": ["S", "Al", "O", "O", "O", "O", "O", "C", "C", "C", "C", "C", "C", "C", "H", "H", "H", "H", "H", "H", "H"],
  "positions_angstrom": [[-0.974, -1.361, 2.243], [-1.426, -0.063, 0.361], [0.742, 2.060, 1.120], [3.446, -2.201, 1.238], [-3.115, 1.986, -1.492], [1.656, 1.108, -1.539], [-1.274, -0.574, -1.421], [-2.811, -1.529, 2.330], [2.906, -1.691, 0.374], [-2.598, 1.417, -0.636], [0.181, 1.227, 0.472], [0.001, -0.627, -1.044], [-0.488, -3.064, 1.734], [0.767, 0.596, -0.879], [0.423, -3.294, 2.308], [-3.112, -2.511, 1.945], [-1.309, -3.731, 2.025], [-3.297, -0.702, 1.765], [-3.043, -1.425, 3.399], [-0.295, -3.123, 0.653], [0.578, -1.551, -1.165]]
}



[3]
{
  "formula": "C7H7AuClO4S",
  "method": "ωB97M-V/def2-TZVPD",
  "total_energy_ha": -1565.90574,
  "max_force_ev_per_a": 6.94,
  "orbital_gap_ev": 7.868,
  "charge": -1,
  "lumo_ha": 0.1120,
  "homo_energy_ha": -0.17713,
  "species": ["Au", "Cl", "S", "O", "O", "O", "O", "C", "C", "C", "C", "C", "C", "C", "H", "H", "H", "H", "H", "H", "H"],
  "positions_angstrom": [[0.000, 0.000, 0.000], [-0.824, 3.244, -2.191], [0.848, -2.253, 0.926], [1.206, -0.540, 1.375], [-0.310, -1.839, -0.398], [2.095, -2.978, 0.391], [0.161, -3.016, 2.071], [1.604, 2.560, -3.091], [0.742, 2.535, -1.988], [0.341, 1.941, 0.436], [2.448, 1.420, -0.695], [1.158, 1.964, -0.773], [2.884, 2.016, -2.996], [3.305, 1.443, -1.799], [4.302, 1.017, -1.720], [2.800, 0.970, 0.231], [0.823, 2.006, 1.434], [-0.635, 2.460, 0.494], [3.551, 2.040, -3.854], [1.282, 3.009, -4.028], [-1.024, 0.442, -1.169]]
}



[4]
{
  "formula": "C7H7BN2O2S",
  "method": "ωB97M-V/def2-TZVPD",
  "total_energy_ha": -954.01771,
  "max_force_ev_per_a": 3.92,
  "de_lowest_kcal_mol": 0.00,
  "orbital_gap_ev": 7.869,
  "charge": 0,
  "lumo_ha": -0.0306,
  "homo_energy_ha": -0.31975,
  "species": ["S", "O", "O", "N", "N", "C", "C", "C", "C", "C", "C", "C", "B", "H", "H", "H", "H", "H", "H", "H"],
  "positions_angstrom": [[-4.247, -1.306, 0.145], [1.898, -1.407, 0.855], [3.875, -0.021, 0.473], [-3.794, 0.137, 0.825], [-2.934, -1.868, -0.711], [-0.586, -0.826, -0.985], [-2.477, 0.281, 0.379], [0.218, 0.329, -0.594], [-1.643, 1.470, 0.748], [-0.264, 1.478, 0.247], [-1.996, -0.864, -0.491], [1.724, 0.322, -1.090], [2.570, -0.388, 0.116], [-0.154, -1.651, -1.604], [1.845, -0.313, -2.020], [1.452, -1.027, 1.637], [0.410, 2.330, 0.524], [2.121, 1.363, -1.246], [-2.044, 2.279, 1.398], [4.026, -0.317, 1.394]]
}



[5]
{
  "formula": "C7H7BrO2",
  "method": "ωB97M-V/def2-TZVPD",
  "total_energy_ha": -2995.18178,
  "max_force_ev_per_a": 3.11,
  "de_lowest_kcal_mol": 140.04,
  "orbital_gap_ev": [8.183, 7.516],
  "charge": 0,
  "lumo_ha": [-0.0431, -0.0539],
  "homo_energy_ha": [-0.34383, -0.33006],
  "species": ["Br", "O", "O", "C", "C", "C", "C", "C", "C", "C", "H", "H", "H", "H", "H", "H", "H"],
  "positions_angstrom": [[-4.255, -0.572, -0.169], [0.678, 3.275, 0.557], [-0.119, -1.194, -0.008], [-1.379, -0.748, -0.599], [1.250, 2.238, 0.417], [-2.477, -0.996, 0.115], [0.721, 0.956, 0.364], [-1.194, -0.316, -1.999], [0.654, -0.310, 0.600], [1.619, -0.916, 1.691], [1.371, -2.029, 1.686], [-0.772, 0.677, -2.019], [-2.144, -0.210, -2.495], [2.388, 2.256, 0.344], [1.471, -0.460, 2.643], [-0.411, -0.969, -2.451], [2.598, -0.683, 1.324]]
}



[6]
{
  "formula": "C7H7Cl",
  "method": "ωB97M-V/def2-TZVPD",
  "total_energy_ha": -731.07404,
  "smiles": "C=C1C=CC/C1=C\\Cl",
  "max_force_ev_per_a": 1.16,
  "de_lowest_kcal_mol": 25.55,
  "orbital_gap_ev": 8.974,
  "charge": 0,
  "lumo_ha": 0.0198,
  "homo_energy_ha": -0.31001,
  "species": ["Cl", "C", "C", "C", "C", "C", "C", "C", "H", "H", "H", "H", "H", "H", "H"],
  "positions_angstrom": [[0.732, 1.147, -3.121], [-2.007, -0.858, 0.394], [-0.312, 0.363, -1.935], [1.311, 0.160, 1.322], [0.047, 0.212, -0.675], [1.412, 0.584, -0.132], [0.096, -0.329, 1.620], [-0.772, -0.369, 0.431], [-0.142, -0.739, 2.584], [2.174, 0.189, 1.996], [2.234, 0.038, -0.645], [-1.253, 0.023, -2.380], [-2.517, -1.177, 1.326], [1.631, 1.654, -0.288], [-2.635, -0.898, -0.497]]
}



[7]
{
  "formula": "C7H7ClO2Pt",
  "method": "ωB97M-V/def2-TZVPD",
  "total_energy_ha": -1000.88149,
  "max_force_ev_per_a": 0.54,
  "orbital_gap_ev": 7.811,
  "charge": 0,
  "lumo_ha": 0.0108,
  "homo_energy_ha": -0.27627,
  "species": ["Pt", "Cl", "O", "O", "C", "C", "C", "C", "C", "C", "C", "H", "H", "H", "H", "H", "H", "H"],
  "positions_angstrom": [[0.042, 0.094, -0.225], [0.036, -3.199, 3.391], [-1.365, -1.213, 0.646], [0.322, -0.466, 1.785], [0.262, 0.298, -2.398], [-0.501, 1.462, -1.951], [1.517, 1.491, -0.947], [1.564, 0.398, -1.879], [-0.712, -1.193, 1.731], [0.319, 2.267, -1.165], [-1.182, -1.993, 2.911], [-0.102, -0.455, -3.077], [0.050, 3.187, -0.675], [-2.099, -2.511, 2.655], [2.330, 1.778, -0.298], [-1.341, -1.328, 3.757], [-1.523, 1.667, -2.225], [2.383, -0.282, -2.035]]
}



[8]
{
  "formula": "C7H7ClO4S2",
  "method": "ωB97M-V/def2-TZVPD",
  "total_energy_ha": -1828.36931,
  "max_force_ev_per_a": 4.65,
  "de_lowest_kcal_mol": 0.00,
  "orbital_gap_ev": 10.089,
  "charge": 0,
  "lumo_ha": 0.0014,
  "homo_energy_ha": -0.36938,
  "species": ["Cl", "S", "S", "O", "O", "O", "O", "C", "C", "C", "C", "C", "C", "C", "H", "H", "H", "H", "H", "H", "H"],
  "positions_angstrom": [[-3.494, 2.632, -0.413], [-4.028, 1.109, 0.822], [-2.350, -0.576, -0.279], [-2.593, 0.392, 1.107], [-2.886, -1.871, -0.064], [-4.813, 0.234, 0.080], [-2.879, 0.281, -1.267], [3.551, 0.128, 0.201], [2.137, -0.131, -0.035], [0.183, -1.601, 0.014], [-0.032, 0.762, -0.388], [1.327, 0.949, -0.313], [-0.558, -0.487, -0.355], [1.562, -1.381, 0.092], [-0.765, 1.519, -0.730], [3.697, 0.875, 1.038], [2.293, -2.191, 0.183], [4.064, -0.715, 0.536], [1.673, 1.931, -0.149], [4.248, 0.565, -0.626], [-0.337, -2.425, 0.547]]
}



[9]
{
  "formula": "C7H7EuN3S",
  "method": "ωB97M-V/def2-TZVPD",
  "total_energy_ha": -1542.75857,
  "max_force_ev_per_a": 6.01,
  "multiplicity": 8,
  "orbital_gap_ev": [5.708, 4.615],
  "charge": 2,
  "lumo_ha": [-0.3268, -0.4182],
  "homo_energy_ha": [-0.53656, -0.58779],
  "species": ["Eu", "S", "N", "N", "N", "C", "C", "C", "C", "C", "C", "C", "H", "H", "H", "H", "H", "H", "H"],
  "positions_angstrom": [[1.682, -1.239, -1.806], [2.423, -1.031, 2.436], [-0.756, 2.538, 1.114], [1.826, 0.387, 1.707], [1.644, -2.354, 1.686], [0.784, -1.754, 0.713], [-0.070, 0.594, -0.242], [-0.182, -2.501, -0.307], [0.892, -0.169, 0.764], [-1.065, -0.085, -1.260], [-0.025, 2.201, -0.164], [-1.122, -1.683, -1.299], [-0.229, -3.638, -0.346], [1.069, 2.531, -0.111], [-1.294, 3.404, 0.981], [-1.734, 0.546, -1.931], [-0.530, 2.639, -1.085], [-1.830, -2.189, -2.030], [-1.482, 1.802, 1.181]]
}



[10]
{
  "formula": "C7H7F3N2",
  "method": "ωB97M-V/def2-TZVPD",
  "total_energy_ha": -679.82777,
  "max_force_ev_per_a": 4.32,
  "de_lowest_kcal_mol": 136.95,
  "orbital_gap_ev": [8.940, 7.048],
  "charge": 0,
  "lumo_ha": [-0.0072, -0.0527],
  "homo_energy_ha": [-0.33577, -0.31170],
  "species": ["F", "F", "F", "N", "N", "C", "C", "C", "C", "C", "C", "C", "H", "H", "H", "H", "H", "H", "H"],
  "positions_angstrom": [[-0.236, 2.580, 2.325], [0.589, 2.651, 0.311], [-1.110, -1.297, -1.580], [0.072, -0.199, -0.021], [-4.092, -0.049, 1.932], [-2.253, -0.391, 0.277], [-3.230, -0.195, 1.204], [1.090, -0.019, -1.050], [-0.081, 1.911, 1.178], [1.650, -1.303, -1.595], [0.119, 0.415, 1.267], [-1.111, -0.698, -0.357], [0.603, 0.722, -1.769], [1.996, 0.569, -0.532], [-0.664, -0.073, 1.874], [1.264, 0.177, 1.773], [1.502, -2.018, -0.750], [1.212, -1.624, -2.512], [2.680, -1.159, -1.976]]
}



[11]
{
  "formula": "C7H7FN4",
  "method": "ωB97M-V/def2-TZVPD",
  "total_energy_ha": -589.56430,
  "max_force_ev_per_a": 5.84,
  "multiplicity": 3,
  "de_lowest_kcal_mol": 0.00,
  "orbital_gap_ev": [6.839, 6.445],
  "charge": 0,
  "lumo_ha": [0.0315, -0.0826],
  "homo_energy_ha": [-0.21983, -0.31942],
  "species": ["F", "N", "N", "N", "N", "C", "C", "C", "C", "C", "C", "C", "H", "H", "H", "H", "H", "H", "H"],
  "positions_angstrom": [[-2.271, 1.898, -0.224], [-0.413, -1.470, -1.012], [-1.960, 0.516, -0.285], [0.916, 0.638, 0.851], [1.612, 0.746, -1.199], [2.295, 0.699, 0.851], [0.559, 0.630, -0.399], [2.712, 0.703, -0.419], [-0.756, 0.338, -0.976], [-0.861, -2.001, 0.076], [-2.212, -0.171, 0.899], [-1.672, -1.411, 1.076], [-0.530, -3.080, 0.209], [1.486, 0.769, -2.114], [-2.650, 0.513, 1.633], [-1.999, -1.872, 2.018], [2.879, 0.646, 1.736], [-0.801, 0.805, -1.971], [3.665, 1.103, -0.753]]
}



[12]
{
  "formula": "C7H7N2",
  "method": "ωB97M-V/def2-TZVPD",
  "total_energy_ha": -380.03030,
  "max_force_ev_per_a": 4.37,
  "de_lowest_kcal_mol": 68.83,
  "orbital_gap_ev": [7.113, 7.113],
  "charge": 1,
  "lumo_ha": [-0.2460, -0.2460],
  "homo_energy_ha": [-0.50741, -0.50739],
  "species": ["N", "N", "C", "C", "C", "C", "C", "C", "C", "H", "H", "H", "H", "H", "H", "H"],
  "positions_angstrom": [[1.515, 0.163, -0.069], [1.203, 1.269, -0.586], [2.817, -0.209, 0.285], [-0.200, 0.925, -0.559], [-0.728, -1.238, 0.405], [-1.496, 1.400, -0.655], [-2.062, -0.798, 0.184], [0.153, -0.323, -0.009], [-2.459, 0.444, -0.244], [3.368, 0.627, 0.431], [2.803, -0.909, 1.118], [-2.832, -1.497, 0.506], [-1.670, 2.351, -1.113], [-0.447, -2.041, 1.158], [3.519, -0.695, -0.525], [-3.484, 0.532, -0.326]]
}